(1)
A structure of composition C18H14AsClO4RuS, computed with ωB97M-V with the def2-TZVPD basis set.

Structure (XYZ):
```
40
Properties=species:S:1:pos:R:3:forces:R:3:nbo_charge:R:1
Ru -0.28169 -0.00426 -2.08626 -0.6 0.4 0.2 0.43
S 1.61320 -0.83697 -2.47151 0.6 -0.3 -0.1 0.60
C 2.59246 -0.96886 -1.05760 -0.1 0.0 -0.1 -0.18
C 3.92729 -1.37052 -1.19366 0.1 0.0 0.0 -0.15
C 4.70991 -1.48190 -0.05455 0.0 0.0 -0.1 -0.17
C 4.16720 -1.21271 1.19468 0.0 0.0 0.0 -0.08
C 2.82887 -0.81884 1.33910 -0.1 0.0 0.0 -0.17
C 2.05265 -0.69069 0.21249 0.0 0.0 0.1 -0.38
As 0.19461 -0.20180 0.18753 0.0 0.0 0.0 1.47
C -0.91868 -0.92821 1.52622 0.0 0.0 0.0 -0.43
C -1.76864 -1.97838 1.18857 0.0 0.0 0.0 -0.19
C -2.57956 -2.51215 2.17788 0.0 0.0 0.0 -0.17
C -2.53226 -1.99925 3.46777 0.0 0.0 0.0 -0.14
C -1.68098 -0.94747 3.78802 0.0 0.0 0.0 -0.20
C -0.86220 -0.39786 2.81541 0.0 0.0 0.0 -0.15
C -0.07333 1.63792 -0.21369 0.0 0.0 0.0 -0.22
C -1.25274 2.29273 0.15750 0.0 0.0 0.0 -0.26
C -1.66019 3.39339 -0.56731 0.0 0.0 0.0 -0.08
C -0.94573 3.82807 -1.69616 0.0 0.0 0.0 -0.16
C 0.20821 3.18804 -2.07808 0.0 0.0 0.0 -0.14
C 0.66781 2.06719 -1.34903 0.0 0.0 0.1 -0.35
H 4.33387 -1.59135 -2.17281 0.0 0.0 0.0 0.26
H 5.74234 -1.79141 -0.13997 0.0 0.0 0.0 0.27
H 4.78226 -1.31907 2.07865 0.0 0.0 0.0 0.26
H 2.42507 -0.63876 2.32727 0.0 0.0 0.0 0.25
H -1.80542 -2.37135 0.17967 0.0 0.0 0.0 0.24
H -3.24913 -3.32717 1.94035 0.0 0.0 0.0 0.25
H -3.16885 -2.42131 4.23367 0.0 0.0 0.0 0.25
H -1.65738 -0.55312 4.79460 0.0 0.0 0.0 0.25
H -0.20609 0.42909 3.06184 0.0 0.0 0.0 0.22
H -1.84180 1.93212 0.99102 0.0 0.0 0.0 0.26
H -2.55592 3.92314 -0.26988 0.0 0.0 0.0 0.26
H -1.29642 4.68808 -2.25026 0.0 0.0 0.0 0.26
H 0.79278 3.55458 -2.91169 0.0 0.0 0.0 0.26
H 1.69649 1.75051 -1.48108 0.0 0.0 0.0 0.27
O -2.33622 0.62917 -2.19228 0.0 0.1 -0.2 -0.79
Cl -2.56627 -0.46433 -3.20959 0.0 -0.1 0.1 2.48
O -3.86403 -0.95522 -3.20242 0.0 0.1 0.1 -0.64
O -1.59001 -1.49908 -2.61643 0.1 0.0 -0.1 -0.74
O -2.04147 -0.03197 -4.44801 -0.1 -0.1 0.0 -0.72
```
Forces are in eV/Å.

Summary:
total energy = -4183.36915 Eh
ΔE to the lowest compared entry with this formula, charge and spin = 0.019 eV
spin multiplicity = 1
net charge = +2
Kohn-Sham gap (alpha / beta) = 5.74 / 6.42 eV
LUMO energy (alpha / beta) = -10.07 / -9.39 eV

---

(2)
The molecule C4H2BrFO, computed with ωB97M-V with the def2-TZVPD basis set.

Structure (XYZ):
```
9
Properties=species:S:1:pos:R:3:forces:R:3:nbo_charge:R:1
C -1.03854 -0.39998 0.12921 -0.7 1.0 -0.3 -0.50
C -0.63837 0.93084 -0.02054 -0.9 -1.1 0.1 0.23
C -0.06061 -1.33850 0.21469 3.1 1.1 0.0 0.43
C 1.52046 0.36908 -0.54714 -1.6 -2.6 -0.7 0.07
O 0.61561 1.25717 -0.21268 0.4 0.9 0.7 -0.45
F -0.18596 -2.62306 -0.01024 -0.6 0.4 -0.2 -0.31
Br 3.20367 0.63389 0.18521 0.3 0.4 0.5 0.09
H -2.09011 -0.59037 0.29898 -0.2 -0.1 -0.1 0.24
H -1.32614 1.76093 -0.03749 0.1 0.1 0.0 0.21
```
Forces are in eV/Å.

Summary:
total energy = -2902.51567 Eh
ΔE to the lowest compared entry with this formula, charge and spin = 4.831 eV
spin multiplicity = 1
Kohn-Sham gap (alpha / beta) = 7.53 / 7.52 eV
LUMO energy (alpha / beta) = -0.56 / -0.56 eV

---

(3)
A structure of composition C35H60Ge2N2S3SbSi3Tl, computed with ωB97M-V with the def2-TZVPD basis set.

Structure (XYZ):
```
107
Properties=species:S:1:pos:R:3:forces:R:3:mulliken_spin:R:1
Tl 0.43810 0.80160 0.21750 -0.6 0.0 0.1 0.01
C -1.61110 -1.68860 4.22630 0.0 0.0 0.1 0.01
C -1.16940 -1.22210 2.86750 0.8 1.2 0.7 0.14
S -0.24420 0.21600 2.87580 -0.3 -0.6 0.1 0.34
C -1.50060 -1.91420 1.72690 0.1 -0.1 -1.5 0.16
C -2.31060 -3.17320 1.76790 0.0 0.0 0.1 0.00
S -1.08300 -1.44850 0.12420 0.0 0.1 0.3 0.27
H -1.27620 -0.98070 4.98030 -0.1 0.0 0.0 0.00
H -1.18680 -2.66520 4.46590 0.0 -0.1 0.0 0.00
H -2.69690 -1.75970 4.28120 -0.1 -0.1 0.0 0.00
H -2.53510 -3.49390 2.77800 -0.1 -0.1 0.1 0.00
H -1.76280 -3.96110 1.25490 0.0 -0.1 0.0 0.01
H -3.24280 -3.02680 1.22470 -0.1 0.0 0.0 0.01
N -1.57860 0.83560 -3.98690 0.0 0.2 -0.1 0.00
C -0.36920 1.20810 -3.53260 -0.3 -0.2 -0.4 0.00
S 0.51420 0.06970 -2.67980 0.2 -0.4 0.3 0.00
N 0.03300 2.44380 -3.87760 -0.8 0.1 -0.3 0.00
C 1.25880 3.10910 -3.75220 0.6 0.2 0.1 0.00
C 2.40790 2.53670 -3.21790 0.0 -0.2 0.1 0.00
C 3.56200 3.29030 -3.09680 -0.1 0.2 -0.1 0.00
C 3.59730 4.60340 -3.52710 0.0 0.1 0.0 0.00
C 2.46670 5.16360 -4.10130 0.0 0.0 0.0 0.00
C 1.30300 4.42800 -4.20780 0.0 -0.2 0.0 0.00
H -1.94410 -0.04170 -3.65450 0.1 0.1 0.0 0.00
H -2.23260 1.48900 -4.39380 0.0 0.0 0.1 0.00
H -0.65900 2.98990 -4.38410 0.1 -0.2 0.1 0.00
H 2.40270 1.50800 -2.89950 0.0 0.1 0.0 0.00
H 4.44330 2.83580 -2.67300 0.1 0.0 0.0 0.00
H 4.49270 5.19450 -3.42010 0.1 0.0 0.0 0.00
H 2.49460 6.17700 -4.47090 0.0 0.1 0.0 0.00
H 0.42110 4.87660 -4.64750 -0.1 0.0 0.0 0.00
C 0.73570 4.92210 -0.75470 -0.5 -0.1 0.4 0.00
Ge -0.67250 4.86920 0.65620 0.4 0.0 -0.2 0.00
C 0.29470 4.78440 2.39760 -0.4 -0.1 -0.3 0.00
C -1.88460 6.45130 0.49840 0.3 -0.6 0.1 0.00
Ge -1.75960 2.63870 0.31700 0.0 0.2 0.1 -0.03
C -2.87560 2.47710 -1.33270 0.7 -0.1 0.5 0.00
C -2.89520 3.53240 -2.23690 0.2 0.1 0.2 0.00
C -3.73230 3.50720 -3.33950 0.0 0.1 -0.2 0.00
C -4.54980 2.40920 -3.56130 0.0 0.0 -0.1 0.00
C -4.51750 1.33780 -2.68070 -0.1 -0.1 0.0 0.00
C -3.68230 1.37030 -1.57650 0.0 0.0 0.2 0.01
C -2.93090 2.18950 1.85980 0.7 0.0 -0.5 -0.02
C -3.54840 0.96120 2.05480 0.0 -0.1 -0.2 0.02
C -4.36110 0.75260 3.15480 -0.1 -0.1 0.0 0.00
C -4.56010 1.76530 4.07820 0.0 0.0 0.1 0.00
C -3.93610 2.98830 3.90260 -0.1 0.1 0.1 0.00
C -3.12650 3.19190 2.80130 0.1 0.2 -0.2 0.01
H 1.54730 5.58170 -0.46430 0.1 0.2 0.1 0.00
H 0.34150 5.26730 -1.70530 -0.1 0.0 -0.1 0.00
H 1.14930 3.92330 -0.89930 0.0 0.0 0.0 0.00
H 0.57980 5.77950 2.72940 0.0 0.1 0.0 0.00
H 1.20250 4.19770 2.27040 0.1 -0.1 -0.1 0.00
H -0.29650 4.31910 3.18270 -0.1 0.0 0.0 0.00
H -1.29800 7.36510 0.50330 0.2 0.1 0.0 0.00
H -2.57930 6.48400 1.33250 -0.1 0.0 0.1 0.00
H -2.46380 6.41960 -0.42040 0.0 -0.1 -0.1 0.00
H -2.25920 4.39130 -2.05780 0.0 0.1 -0.1 0.00
H -3.76200 4.34910 -4.01720 0.0 0.1 0.0 0.00
H -5.20870 2.38880 -4.41670 -0.1 0.0 -0.1 0.00
H -5.15020 0.47920 -2.85330 -0.1 -0.1 0.0 0.00
H -3.66550 0.53130 -0.89390 0.0 -0.1 0.0 -0.01
H -3.38560 0.15520 1.35200 0.0 -0.1 0.0 0.01
H -4.84430 -0.20400 3.29050 -0.1 -0.1 0.0 0.00
H -5.19040 1.60190 4.94030 -0.1 0.0 0.0 0.00
H -4.07670 3.78370 4.62050 0.0 0.0 0.0 0.00
H -2.64780 4.15310 2.65870 0.0 0.1 0.1 0.00
C 5.53940 0.29190 -2.46320 -0.2 0.2 0.6 0.00
Si 5.44170 0.58980 -0.58300 0.3 0.0 0.0 0.01
C 6.87740 -0.36310 0.21790 -0.6 0.3 -0.2 0.01
C 5.51780 2.41770 -0.03820 -0.2 -0.7 -0.2 0.00
Sb 3.22620 -0.47150 0.37680 -0.4 0.2 0.1 0.01
Si 3.50060 -0.16140 3.00920 0.3 -0.1 0.0 0.01
C 2.82720 1.61440 3.21810 0.0 -0.7 -0.1 0.00
C 5.32910 -0.14730 3.54180 -0.7 -0.1 -0.4 0.00
C 2.62500 -1.64970 3.81470 0.1 0.6 -0.3 0.00
Si 3.10440 -2.88910 -0.75870 0.2 -0.2 0.2 0.00
C 4.82750 -3.65760 -0.45690 -0.7 0.4 -0.1 0.00
C 2.78380 -2.55450 -2.60470 0.0 0.0 0.8 0.00
C 1.73730 -3.88510 0.11160 0.4 0.5 -0.4 -0.01
H 6.25670 0.96200 -2.92780 0.2 0.2 0.0 0.00
H 4.58660 0.42690 -2.96440 -0.2 0.1 -0.1 0.00
H 5.88000 -0.72020 -2.66120 0.0 -0.2 0.1 0.00
H 7.82090 -0.02090 -0.19560 0.2 0.1 -0.2 0.00
H 6.80690 -1.42860 0.03050 -0.1 -0.2 -0.1 0.00
H 6.92580 -0.22390 1.29070 0.0 0.1 0.2 0.00
H 6.30270 2.95060 -0.56660 0.2 0.0 -0.2 0.00
H 5.74620 2.48520 1.02190 0.0 -0.1 0.2 0.00
H 4.58310 2.94380 -0.21190 -0.1 0.0 -0.1 0.00
H 3.36920 2.29920 2.56770 0.2 0.0 -0.1 0.00
H 2.91930 1.97380 4.23820 0.1 0.0 0.2 0.00
H 1.77600 1.66480 2.95200 0.0 0.1 0.0 0.00
H 5.87330 0.68300 3.10680 0.1 0.2 -0.1 0.00
H 5.83690 -1.06730 3.27730 0.1 -0.2 -0.1 0.00
H 5.38640 -0.04070 4.61950 -0.1 0.0 0.3 0.00
H 1.62610 -1.78230 3.41060 -0.1 0.0 -0.1 0.00
H 2.53190 -1.51520 4.88810 0.0 0.1 0.2 0.00
H 3.18650 -2.56550 3.64280 0.2 0.0 -0.1 0.00
H 5.58740 -3.19030 -1.07420 0.1 0.2 -0.1 0.00
H 4.81170 -4.71270 -0.70930 -0.1 -0.3 -0.1 0.00
H 5.13720 -3.57420 0.58040 0.0 0.0 0.2 0.00
H 3.43100 -1.76660 -2.97950 0.1 0.1 0.0 0.00
H 1.75840 -2.23010 -2.75570 -0.1 0.0 0.0 0.00
H 2.94430 -3.43830 -3.21530 0.1 -0.3 0.0 0.00
H 1.93900 -4.00750 1.17260 0.1 0.0 0.1 0.00
H 1.64290 -4.87460 -0.32660 0.1 -0.2 -0.2 0.00
H 0.77760 -3.38610 0.00500 -0.1 0.1 0.0 0.01
```
Forces are in eV/Å.

Summary:
total energy = -8108.69666 Eh
ΔE to the lowest compared entry with this formula, charge and spin = 0.000 eV
spin multiplicity = 2
net charge = +1
Kohn-Sham gap (alpha / beta) = 5.99 / 6.06 eV
LUMO energy (alpha / beta) = -3.49 / -3.91 eV

---

no.,M (u)
1,537.818
2,164.961
3,1160.701